Entry 1:
{"formula": "C32H53F3I2N2O13P3", "method": "ωB97M-V/def2-TZVPD", "elements": ["C", "C", "O", "P", "O", "C", "C", "P", "C", "C", "O", "C", "C", "F", "F", "F", "C", "C", "C", "N", "C", "C", "O", "C", "C", "N", "C", "C", "C", "O", "I", "C", "I", "P", "C", "C", "C", "O", "O", "C", "C", "H", "H", "H", "H", "H", "H", "H", "H", "H", "H", "H", "H", "H", "H", "H", "H", "H", "H", "H", "H", "H", "H", "H", "H", "H", "H", "H", "H", "H", "H", "H", "H", "H", "H", "H", "H", "H", "H", "H", "H", "H", "C", "C", "C", "O", "C", "O", "O", "H", "H", "H", "H", "H", "H", "C", "C", "C", "O", "C", "O", "O", "H", "H", "H", "H", "H", "H"], "xyz": [[0.29112, 6.08280, -3.73150], [1.20668, 4.74847, -3.40645], [1.28476, 4.39206, -1.98274], [0.05566, 3.17580, -1.57358], [-1.22739, 3.53281, -2.44356], [0.72846, 1.39977, -1.87507], [0.19704, 0.45077, -0.65332], [-0.31892, -1.32057, -1.14720], [1.27704, -2.02970, -0.35419], [1.30643, -2.04048, 1.27687], [2.67226, -2.38615, 1.69355], [2.70746, -3.33781, 2.80940], [3.69207, -4.58935, 2.31719], [3.08599, -5.92760, 2.53172], [3.94235, -4.46953, 0.83242], [5.06063, -4.51199, 2.94173], [-1.61787, -0.64396, -2.37145], [-1.79430, -1.30891, -3.84986], [-2.85313, -0.68224, -4.87689], [-3.82089, 0.44297, -4.75067], [-3.62166, 1.00667, -3.38723], [-2.62363, 0.61360, -2.19543], [-0.81870, -2.91828, -1.62207], [-1.66475, -3.71471, -0.66262], [-0.54885, -4.90134, -0.32283], [-1.13406, -6.19108, 0.18474], [-0.09585, -7.06716, 0.89075], [-2.74450, -4.30492, -1.73995], [-3.90674, -5.29374, -1.20017], [-4.57723, -5.99202, -2.16163], [-4.55971, -5.69614, 0.84004], [-2.07611, -2.62090, 0.46380], [-4.13403, -1.84833, 0.02320], [-2.35105, -3.05688, 2.29932], [-1.29862, -4.50061, 2.94103], [-1.69511, -1.52683, 3.32071], [-2.54646, -0.15209, 3.02744], [-1.32325, -1.33099, 0.30067], [-0.31210, 3.49339, 0.13567], [-1.59064, 4.20924, 0.26381], [-1.98438, 4.51839, 1.85687], [0.61434, 6.60654, -4.75053], [0.25304, 6.85838, -2.82991], [-0.83951, 5.73209, -3.87966], [2.31856, 5.02687, -3.74038], [0.90338, 3.79428, -4.02123], [1.91228, 1.48344, -1.74561], [0.55651, 0.98838, -2.95428], [-0.75399, 0.93624, -0.11900], [1.04778, 0.49762, 0.18424], [0.58035, -1.12849, -2.29611], [1.54910, -3.10885, -0.78539], [2.17475, -1.33266, -0.71565], [1.06720, -0.98546, 1.78162], [0.46689, -2.76467, 1.64138], [1.66564, -3.69335, 3.20419], [3.28868, -2.82308, 3.70659], [-1.11648, -2.21727, -4.17397], [-2.88465, -1.20750, -5.95114], [-4.34993, 1.92502, -3.14754], [-2.62879, 1.20599, -1.18215], [-0.04786, -5.15126, -1.37761], [0.32565, -4.54349, 0.36542], [-1.58298, -6.77108, -0.55811], [0.68922, -6.42547, 1.47574], [0.48160, -7.65229, 0.04424], [-0.66050, -7.76162, 1.64792], [-2.10060, -4.93587, -2.52509], [-3.26800, -3.47109, -2.41554], [-0.24725, -4.64403, 2.46155], [-1.93489, -5.50174, 2.80510], [-1.20409, -4.37113, 4.12431], [-0.53352, -1.41293, 3.26759], [-1.93968, -1.82088, 4.45190], [-3.70516, -0.29363, 2.94690], [-2.30095, 0.58971, 3.93021], [-2.14469, 0.41706, 2.05805], [-1.54528, 5.24769, -0.27315], [-2.52110, 3.62733, -0.17355], [-3.08769, 4.15617, 2.11396], [-1.22576, 4.00750, 2.60132], [-1.96978, 5.67445, 2.10981], [-4.78728, 6.69144, -3.49841], [-3.72460, 7.28855, -2.59838], [-4.00408, 8.70973, -2.21482], [-2.70622, 9.21964, -1.97086], [-1.86235, 8.50500, -2.77408], [-0.70628, 8.81548, -3.01056], [-2.48693, 7.40007, -3.28343], [-4.48523, 5.69590, -3.83974], [-5.74554, 6.60999, -2.97670], [-4.92843, 7.30013, -4.39824], [-3.56919, 6.65218, -1.71856], [-4.62983, 8.78843, -1.32160], [-4.45708, 9.29736, -3.02156], [6.64930, -2.56180, 3.83778], [7.83974, -1.63457, 3.69998], [8.83334, -1.77770, 4.81230], [9.43990, -0.49902, 4.84453], [8.49142, 0.38034, 4.40284], [8.56881, 1.59294, 4.51442], [7.44101, -0.27859, 3.82591], [5.90241, -2.34361, 3.06746], [6.95288, -3.60914, 3.74845], [6.15128, -2.42210, 4.80349], [8.30854, -1.76033, 2.71630], [9.57421, -2.55754, 4.61595], [8.37038, -1.96207, 5.78853]], "atomic_forces_ev_per_a": [[-1.26, -0.87, 0.12], [1.04, 0.83, -1.53], [-2.17, -2.09, 0.18], [-3.30, 3.08, -2.34], [4.06, -1.45, 2.94], [1.78, -0.09, 1.42], [-0.30, 2.13, 1.60], [2.21, 0.96, -1.22], [2.04, -0.35, 1.32], [-0.86, 0.87, -1.03], [-1.42, -1.97, 2.16], [1.50, 0.73, 0.12], [0.67, -0.61, -2.00], [2.31, 3.99, -0.48], [-0.64, -0.86, 4.98], [-4.62, -1.01, -1.93], [-5.06, 2.32, -4.31], [-2.09, 3.31, 0.94], [0.74, -0.31, 0.90], [5.01, -2.32, 5.55], [0.69, -0.42, 0.45], [0.23, -2.49, -3.30], [-1.48, -0.47, 1.75], [2.48, 0.55, -2.67], [0.04, -0.81, -1.21], [1.16, 0.03, 0.91], [-0.03, 0.01, -0.66], [-0.06, -0.44, 0.04], [-3.07, -3.45, -6.65], [4.21, 4.38, 6.24], [0.44, 0.31, -1.09], [0.64, 1.88, -0.64], [-0.06, -0.25, -0.08], [-0.13, 0.28, 1.43], [0.46, -1.33, 0.85], [-0.23, 0.10, 0.84], [1.19, 1.10, 0.15], [-0.63, -3.81, -0.36], [-0.22, -0.17, -2.85], [-1.90, 1.18, 0.77], [0.21, 0.09, 0.42], [-0.43, -1.10, 2.37], [0.60, -1.90, -2.14], [2.61, 0.69, 0.34], [-2.26, -0.74, 0.95], [0.32, 2.07, 1.00], [-2.50, -0.09, -0.36], [-0.27, 1.12, 2.01], [2.08, -0.80, -1.22], [-1.91, -0.23, -1.81], [-0.46, -0.74, -0.12], [-0.65, 2.25, 1.15], [-1.90, -1.35, 0.81], [0.38, -2.17, -1.39], [1.81, 1.02, -0.36], [2.00, 0.37, -1.09], [-1.14, -1.23, -1.75], [-1.63, 2.09, 0.68], [0.03, 1.24, 2.59], [1.78, -2.19, -0.61], [-0.20, -1.19, -2.39], [-0.94, 1.08, 2.05], [-1.95, -0.54, -1.16], [0.69, 0.97, 0.72], [-1.63, -1.15, -1.13], [-0.86, 0.71, 2.01], [1.27, 1.10, -1.55], [-1.47, 1.20, 1.89], [1.15, -1.63, 1.88], [-1.86, 0.14, 1.04], [1.50, 2.25, 0.01], [-0.07, -0.04, -2.54], [-2.21, 0.17, -0.08], [0.47, 0.37, -2.43], [2.34, 0.01, 0.18], [-0.70, -1.58, -1.85], [-0.99, -1.52, 2.01], [0.07, -2.05, 0.81], [2.28, 0.93, 0.60], [2.46, 0.57, -0.68], [-1.57, 0.89, -1.60], [0.13, -2.34, -0.73], [0.18, -0.29, -0.34], [-1.17, -0.76, -0.33], [-0.68, 0.25, 0.50], [0.80, -0.20, -0.38], [2.37, 0.44, -0.66], [-2.75, -0.36, 0.62], [0.65, 1.17, 0.39], [-0.07, 0.10, 0.19], [0.16, 0.01, 0.01], [0.04, 0.05, 0.20], [0.00, 0.12, -0.03], [0.24, 0.09, -0.06], [-0.04, -0.21, -0.03], [-0.19, 0.37, -0.14], [-0.85, -1.21, -0.13], [0.48, -0.73, 0.15], [-0.35, 0.84, -0.18], [-0.04, 2.64, 0.13], [-0.11, -2.78, -0.25], [0.90, 0.84, 0.52], [0.31, -0.09, 0.07], [0.04, 0.27, -0.03], [0.20, 0.01, -0.04], [0.05, 0.01, 0.13], [0.02, 0.26, 0.05], [-0.13, -0.06, -0.17]], "lowdin_charge": [-0.104, -0.300, -0.316, 0.830, -0.391, -0.247, -0.337, 0.499, -0.234, -0.230, -0.191, -0.064, -0.160, -0.005, -0.007, -0.038, -0.207, -0.055, -0.160, -0.035, -0.139, -0.086, -0.370, -0.384, -0.156, -0.174, -0.139, -0.156, -0.686, -0.175, 0.783, -0.787, 0.849, 0.802, -0.352, -0.413, -0.203, -0.439, -0.298, -0.291, -0.107, 0.093, 0.082, 0.073, 0.123, 0.116, 0.108, 0.104, 0.072, 0.100, 0.037, 0.102, 0.105, 0.131, 0.072, 0.131, 0.146, 0.096, 0.088, 0.095, 0.078, 0.147, 0.102, 0.096, 0.064, 0.093, 0.090, 0.155, 0.125, -0.002, 0.025, 0.063, 0.060, 0.084, 0.056, 0.075, 0.072, 0.112, 0.116, 0.078, 0.080, 0.070, -0.016, -0.346, -0.120, 0.063, -0.502, 0.113, 0.066, 0.093, 0.090, 0.089, 0.160, 0.142, 0.140, -0.034, -0.344, -0.122, 0.059, -0.505, 0.131, 0.091, 0.082, 0.086, 0.096, 0.164, 0.142, 0.141], "multiplicity": 1, "total_charge": -1, "relative_energy_kj_mol": 1420.52, "gap_ev": 7.369, "homo_energy_ev": -5.5}

Entry 2:
{"formula": "C32H53IrN2SbSi3", "method": "ωB97M-V/def2-TZVPD", "elements": ["Ir", "C", "C", "C", "C", "C", "C", "C", "C", "C", "C", "H", "H", "H", "H", "H", "H", "H", "H", "H", "H", "H", "H", "H", "H", "H", "C", "Sb", "C", "C", "C", "C", "C", "C", "N", "Si", "C", "C", "C", "C", "C", "C", "C", "C", "C", "N", "Si", "C", "C", "C", "Si", "C", "C", "C", "H", "H", "H", "H", "H", "H", "H", "H", "H", "H", "H", "H", "H", "H", "H", "H", "H", "H", "H", "H", "H", "H", "H", "H", "H", "H", "H", "H", "H", "H", "H", "H", "H", "H", "H", "H", "H", "H"], "xyz": [[-0.21864, 0.60121, 0.71080], [1.02220, 1.13926, 2.62082], [0.61872, 2.28054, 1.85893], [1.35714, 2.26757, 0.58146], [2.12037, 1.09853, 0.55928], [1.88500, 0.37176, 1.79019], [2.70660, -0.81520, 2.15452], [3.14710, 0.74921, -0.46648], [1.48425, 3.34675, -0.44268], [-0.08359, 3.45041, 2.47361], [0.65655, 0.88457, 4.04435], [2.62948, -1.05914, 3.20695], [3.74998, -0.58830, 1.92652], [2.43182, -1.69574, 1.57176], [4.03955, 1.35747, -0.29420], [2.80671, 0.95678, -1.48047], [3.44443, -0.29389, -0.40466], [1.66852, 4.30564, 0.04523], [0.61530, 3.44682, -1.09020], [2.33098, 3.13923, -1.09296], [-0.05553, 4.32636, 1.83106], [0.42993, 3.71588, 3.39929], [-1.12030, 3.22910, 2.72814], [1.48202, 0.41044, 4.57451], [-0.22017, 0.24015, 4.12712], [0.42287, 1.81993, 4.54984], [-4.46233, -1.48327, 2.44754], [-2.35637, -1.07157, 2.25447], [-2.19341, -0.05420, 0.33194], [-2.68975, 1.33204, 0.41973], [-3.93523, 1.84009, 0.73942], [-4.11029, 3.20947, 0.62699], [-3.02994, 4.01058, 0.24862], [-1.79226, 3.43615, 0.05298], [-1.62737, 2.10761, 0.13026], [-2.55300, -0.51485, -1.53333], [-1.93868, 0.86734, -2.64166], [-4.42066, -0.49199, -1.68745], [-1.71926, -2.06448, -2.16491], [-1.44623, -2.96168, 1.71736], [-0.25042, -2.72016, 0.84560], [0.53213, -3.85551, 0.55956], [1.54821, -3.85469, -0.36301], [1.79604, -2.67822, -1.05866], [1.07200, -1.57275, -0.70948], [0.12184, -1.53463, 0.26023], [-0.86766, -3.68823, 3.45010], [0.67876, -2.75776, 3.92650], [-2.13403, -3.36852, 4.79558], [-0.41881, -5.50717, 3.43764], [-2.66988, -4.30960, 0.97461], [-3.79404, -4.99482, 2.31075], [-1.77320, -5.75998, 0.20122], [-3.82494, -3.66511, -0.35093], [-4.99195, -0.53921, 2.33385], [-4.60844, -1.83332, 3.46798], [-4.85450, -2.20835, 1.74387], [-4.74177, 1.18011, 1.02246], [-5.07490, 3.65952, 0.82154], [-3.14359, 5.07720, 0.11963], [-0.94431, 4.05075, -0.20165], [-2.47855, 1.80541, -2.50267], [-2.09797, 0.55532, -3.67775], [-0.86953, 1.06260, -2.52327], [-4.78048, 0.53585, -1.60542], [-4.98077, -1.10064, -0.98183], [-4.68849, -0.83350, -2.69141], [-0.75683, -1.80360, -2.60389], [-2.33305, -2.47420, -2.97161], [-1.56136, -2.85338, -1.43326], [0.28056, -4.76967, 1.07488], [2.11615, -4.75509, -0.55668], [2.52804, -2.61438, -1.85149], [1.22912, -0.64492, -1.23087], [0.56606, -1.70582, 3.67150], [1.56128, -3.15135, 3.41975], [0.84906, -2.82348, 5.00332], [-2.29822, -2.30852, 5.00143], [-1.71392, -3.79249, 5.71256], [-3.09695, -3.84589, 4.63664], [0.43527, -5.73856, 2.79932], [-1.22737, -6.19001, 3.18673], [-0.10721, -5.74338, 4.46013], [-3.28806, -5.57137, 3.08164], [-4.46179, -5.68734, 1.78953], [-4.42736, -4.25766, 2.79636], [-1.08899, -6.29986, 0.85694], [-1.24129, -5.48699, -0.71289], [-2.55940, -6.46390, -0.08847], [-4.07795, -2.61713, -0.23756], [-4.75636, -4.23405, -0.28574], [-3.43026, -3.81664, -1.35421]], "atomic_forces_ev_per_a": [[0.24, 0.08, -0.75], [-0.02, 0.03, 0.02], [0.15, 0.06, 0.17], [0.10, -0.13, 0.16], [-0.05, 0.07, -0.06], [-0.03, 0.01, -0.04], [-0.06, 0.02, 0.00], [0.00, 0.02, 0.00], [-0.03, 0.06, -0.01], [0.00, 0.02, -0.02], [0.03, 0.00, -0.01], [-0.03, -0.01, 0.05], [0.00, -0.02, 0.01], [0.00, -0.02, 0.02], [0.00, 0.00, 0.01], [0.00, -0.01, 0.00], [0.01, -0.01, 0.00], [-0.06, 0.02, -0.02], [0.03, -0.05, 0.01], [0.03, 0.03, 0.04], [-0.03, -0.01, 0.01], [0.01, 0.00, -0.01], [0.01, 0.00, 0.00], [-0.01, -0.02, 0.00], [-0.01, 0.03, 0.02], [0.01, 0.00, 0.01], [0.08, -0.05, -0.11], [-0.26, 0.06, 0.28], [-0.07, -0.01, 0.05], [0.07, -0.38, 0.10], [-0.05, 0.31, -0.16], [0.16, 0.05, -0.03], [-0.11, -0.12, 0.03], [0.00, 0.12, -0.12], [-0.23, -0.13, 0.37], [-0.02, -0.03, 0.07], [0.05, 0.03, 0.08], [0.02, 0.04, -0.08], [-0.03, -0.03, 0.00], [0.00, 0.06, 0.06], [0.10, -0.01, -0.08], [0.12, -0.03, 0.00], [-0.03, -0.01, 0.08], [0.00, 0.04, -0.08], [-0.02, -0.04, -0.06], [0.02, -0.10, 0.05], [0.05, -0.05, 0.04], [-0.01, -0.03, -0.05], [0.02, 0.01, -0.09], [-0.03, 0.00, 0.05], [-0.11, -0.02, 0.07], [0.12, -0.04, -0.03], [0.00, -0.03, -0.04], [0.01, -0.08, -0.01], [0.01, 0.00, 0.05], [-0.02, -0.03, 0.01], [-0.01, -0.03, -0.04], [-0.01, 0.00, -0.04], [0.00, -0.01, 0.01], [-0.01, 0.00, 0.00], [-0.01, -0.06, 0.03], [0.01, 0.00, 0.01], [-0.01, -0.02, 0.01], [-0.01, 0.00, 0.00], [0.01, 0.00, -0.02], [0.00, 0.03, 0.02], [0.01, -0.02, 0.01], [0.04, 0.02, -0.03], [0.00, 0.00, 0.02], [0.02, 0.03, -0.05], [0.08, 0.16, -0.10], [-0.01, -0.01, -0.01], [0.00, 0.00, 0.01], [0.00, 0.05, -0.06], [0.05, 0.06, 0.01], [-0.01, 0.01, 0.01], [0.00, -0.03, -0.01], [0.01, 0.03, -0.02], [0.01, -0.01, -0.01], [-0.06, -0.01, -0.02], [0.00, -0.01, 0.06], [-0.01, 0.00, 0.00], [-0.01, 0.01, 0.00], [0.01, 0.00, 0.04], [0.01, 0.00, -0.01], [-0.04, 0.10, 0.03], [-0.08, 0.00, -0.04], [-0.01, -0.02, 0.02], [-0.01, 0.00, -0.01], [0.01, 0.03, 0.01], [0.00, 0.01, 0.04], [-0.05, -0.01, 0.04]], "mulliken_spin": [0.626, 0.210, 0.010, 0.029, 0.144, -0.026, 0.012, -0.003, 0.005, -0.001, -0.003, -0.002, 0.000, 0.001, 0.005, 0.003, 0.001, 0.002, 0.002, -0.001, 0.003, -0.001, 0.000, 0.000, 0.010, 0.002, 0.047, 0.019, 0.009, -0.041, 0.003, 0.011, -0.004, 0.007, -0.040, -0.024, -0.001, 0.002, 0.002, 0.011, -0.021, 0.001, 0.000, 0.004, 0.016, -0.005, -0.001, -0.003, 0.001, 0.000, -0.001, 0.000, 0.000, 0.000, 0.001, 0.001, -0.005, -0.002, 0.000, 0.000, 0.001, 0.000, 0.000, -0.001, 0.000, -0.001, 0.000, 0.000, 0.000, 0.000, 0.001, 0.000, 0.000, -0.018, 0.000, 0.000, 0.000, 0.000, 0.000, 0.000, 0.000, 0.000, 0.000, 0.000, 0.000, 0.000, 0.000, 0.000, 0.000, 0.001, 0.000, 0.000], "multiplicity": 2, "total_charge": 2, "gap_ev": [6.784, 6.240], "homo_energy_ev": [-13.2, -13.3]}

Number 1: molar mass 1077.5 g mol⁻¹. Number 2: molar mass 864.0 g mol⁻¹.